Formula: C4H6N2
Source: OMol25
Level of theory: the ωB97M-V functional and the def2-TZVPD basis

Values from the calculation:
- ΔE to the lowest compared entry with this formula, charge and spin (kJ/mol) = 110.0
- total energy (eV) = -7224.4513
- LUMO (eV) = 0.73
- structure (SMILES) = [H]/N=C/[C@@H](C)C#N
- gap between HOMO and LUMO (eV) = 11.390
- E_HOMO (Eh) = -0.3919

Each line ends with the natural charge from an NBO analysis.
Positions of all 12 atoms, in Å:
C (-0.13794, 0.42916, -0.21130)  -0.3889
C (0.40096, 1.44796, 0.71605)  0.2927
H (-1.62427, -1.18821, -0.16700)  0.2142
N (0.79207, 2.39152, 1.25791)  -0.3069
C (-1.50757, -0.17131, 0.23844)  -0.5900
C (0.92233, -0.65434, -0.46251)  0.1474
H (-1.58458, -0.22528, 1.32845)  0.2291
H (-2.31404, 0.44873, -0.16251)  0.2245
H (0.54506, -1.54105, -0.99540)  0.1564
H (2.67729, -1.35024, -0.31635)  0.3469
H (-0.28586, 0.94634, -1.16143)  0.2579
N (2.11655, -0.53328, -0.06436)  -0.5834